{
  "formula": "C27H63F2NO14S2",
  "method": "the ωB97M-V functional and the def2-TZVPD basis",
  "lumo_energy_ev": 0.50,
  "gap_ev": 9.47,
  "largest_force_ha_per_bohr": 0.01497,
  "energy_ev": -86273.428,
  "e_homo_ha": -0.330,
  "elements": ["C", "C", "F", "C", "N", "S", "S", "O", "O", "F", "H", "H", "H", "H", "H", "H", "H", "C", "O", "C", "C", "O", "C", "C", "O", "C", "H", "H", "H", "H", "H", "H", "H", "H", "H", "H", "H", "H", "H", "H", "C", "O", "C", "C", "O", "C", "C", "O", "C", "H", "H", "H", "H", "H", "H", "H", "H", "H", "H", "H", "H", "H", "H", "C", "O", "C", "C", "O", "C", "C", "O", "C", "H", "H", "H", "H", "H", "H", "H", "H", "H", "H", "H", "H", "H", "H", "C", "O", "C", "C", "O", "C", "C", "O", "C", "H", "H", "H", "H", "H", "H", "H", "H", "H", "H", "H", "H", "H", "H"],
  "coordinates": [[5.2055, 1.4438, -1.5727], [4.2639, 0.4632, -2.2496], [3.9670, -0.5809, -1.3815], [2.9800, 1.1134, -2.7409], [2.0568, 1.5333, -1.6460], [1.0794, 2.9275, -2.1680], [1.0375, 0.3829, -1.0104], [1.7047, -0.3974, -0.0433], [-0.2222, 0.9859, -0.7643], [0.8263, -0.5581, -2.2555], [4.6619, 2.2657, -1.1044], [5.9176, 1.8524, -2.2913], [5.7674, 0.9226, -0.7974], [4.7358, 0.0043, -3.1241], [2.4649, 0.5010, -3.4829], [3.2826, 2.0316, -3.2430], [2.1938, 3.6305, -2.4073], [2.3878, 1.8066, -8.4705], [3.4405, 2.5507, -7.9013], [2.9847, 3.4828, -6.9431], [4.1252, 3.9738, -6.0815], [4.5218, 3.0619, -5.0654], [5.2997, 1.9464, -5.4746], [6.7502, 2.2725, -5.7526], [6.8930, 2.8871, -7.0156], [8.1228, 3.5609, -7.1532], [1.6767, 2.4529, -8.9983], [2.8278, 1.1116, -9.1824], [1.8413, 1.2414, -7.7062], [2.2196, 3.0239, -6.3012], [2.5324, 4.3479, -7.4494], [3.7687, 4.8543, -5.5430], [4.9766, 4.2698, -6.6972], [4.8520, 1.4433, -6.3344], [5.2824, 1.2599, -4.6239], [7.3295, 1.3383, -5.7244], [7.1298, 2.9331, -4.9615], [8.2272, 4.3547, -6.4043], [8.1419, 4.0028, -8.1471], [8.9724, 2.8752, -7.0536], [2.5544, 10.0989, 0.4303], [1.9541, 9.5755, -0.7310], [1.4645, 10.5871, -1.5893], [1.1943, 10.0338, -2.9704], [2.3608, 9.8578, -3.7592], [3.1439, 8.7070, -3.4949], [2.5933, 7.4390, -4.1073], [1.5171, 6.9183, -3.3475], [0.6947, 6.0684, -4.1121], [1.8396, 10.6765, 1.0287], [2.9088, 9.2575, 1.0223], [3.4029, 10.7473, 0.1823], [2.1915, 11.4063, -1.6638], [0.5274, 10.9962, -1.1852], [0.5968, 10.7722, -3.5084], [0.6191, 9.1080, -2.8965], [3.3030, 8.5676, -2.4231], [4.1090, 8.9031, -3.9667], [3.3961, 6.6884, -4.1509], [2.2604, 7.6503, -5.1317], [0.2355, 6.6063, -4.9494], [-0.0937, 5.6976, -3.4584], [1.2557, 5.2133, -4.5136], [-4.5442, -6.1379, 3.0841], [-3.4967, -5.1990, 3.1004], [-2.2532, -5.7864, 3.4319], [-1.1055, -4.8735, 3.0613], [-0.7903, -4.8781, 1.6798], [-1.6107, -4.0875, 0.8332], [-1.2826, -2.6116, 0.8617], [-1.8155, -1.9991, 2.0209], [-1.2082, -0.7523, 2.2834], [-4.6805, -6.6028, 4.0686], [-5.4561, -5.6089, 2.8139], [-4.3594, -6.9319, 2.3509], [-2.1360, -6.7442, 2.9081], [-2.2126, -5.9808, 4.5140], [-0.2126, -5.2585, 3.5588], [-1.2969, -3.8612, 3.4241], [-2.6705, -4.2415, 1.0497], [-1.4060, -4.4493, -0.1766], [-1.7106, -2.1402, -0.0356], [-0.1934, -2.4798, 0.8285], [-0.1300, -0.8659, 2.4443], [-1.6657, -0.3473, 3.1841], [-1.3620, -0.0533, 1.4542], [-4.8379, -6.0928, 7.4492], [-5.9466, -6.7708, 7.9924], [-7.0850, -6.6901, 7.1571], [-8.1070, -7.7388, 7.5348], [-7.7946, -9.0404, 7.0654], [-6.8374, -9.7772, 7.8086], [-7.3938, -10.4200, 9.0595], [-7.5331, -9.4684, 10.0968], [-8.4012, -9.9040, 11.1154], [-5.0424, -5.0235, 7.3199], [-4.0071, -6.2138, 8.1414], [-4.5593, -6.5137, 6.4759], [-6.7954, -6.8321, 6.1073], [-7.5461, -5.6965, 7.2527], [-9.0434, -7.4751, 7.0390], [-8.2709, -7.7323, 8.6148], [-5.9670, -9.1652, 8.0562], [-6.5189, -10.5821, 7.1430], [-6.7089, -11.2187, 9.3787], [-8.3659, -10.8750, 8.8292], [-9.4085, -10.0939, 10.7262], [-8.4505, -9.1140, 11.8622], [-8.0360, -10.8209, 11.5938]]
}

***

{
  "formula": "C27H63N7O9Pt",
  "method": "the ωB97M-V functional and the def2-TZVPD basis",
  "s2": 2.01,
  "lumo_energy_ev": [0.09, -0.41],
  "gap_ev": [8.11, 7.66],
  "largest_force_ha_per_bohr": 0.04788,
  "spin_multiplicity": 3,
  "energy_ev": -61120.719,
  "e_homo_ha": [-0.294, -0.297],
  "de_lowest_kcal_mol": 0.3,
  "elements": ["Pt", "C", "C", "C", "O", "H", "H", "H", "H", "H", "H", "H", "C", "C", "C", "O", "H", "H", "H", "H", "H", "H", "H", "C", "O", "N", "C", "C", "H", "H", "H", "H", "H", "H", "H", "C", "O", "N", "C", "C", "H", "H", "H", "H", "H", "H", "H", "C", "O", "N", "C", "C", "H", "H", "H", "H", "H", "H", "H", "C", "O", "N", "C", "C", "H", "H", "H", "H", "H", "H", "H", "C", "O", "N", "C", "C", "H", "H", "H", "H", "H", "H", "H", "C", "O", "N", "C", "C", "H", "H", "H", "H", "H", "H", "H", "C", "O", "N", "C", "C", "H", "H", "H", "H", "H", "H", "H"],
  "coordinates": [[-13.7796, 7.1028, -13.4872], [-12.7441, 6.1740, -16.9976], [-13.4049, 7.5290, -16.7593], [-14.7857, 7.6002, -17.4301], [-13.3685, 7.9495, -15.4450], [-13.1805, 5.4380, -16.3091], [-11.6896, 6.1491, -16.7196], [-12.9077, 5.8909, -18.0393], [-12.8113, 8.2888, -17.2946], [-15.4959, 6.8325, -17.1130], [-14.7314, 7.5660, -18.5224], [-15.1974, 8.5868, -17.2104], [-15.6583, 3.5006, -15.4096], [-15.7127, 4.8255, -14.7103], [-17.0598, 4.9125, -13.9728], [-14.6136, 5.1703, -13.9402], [-15.5677, 2.6744, -14.6960], [-14.7266, 3.4034, -15.9891], [-16.4453, 3.2907, -16.1262], [-15.7530, 5.6223, -15.4771], [-17.8544, 4.7653, -14.7116], [-17.2274, 5.9125, -13.5704], [-17.1836, 4.1515, -13.2007], [-20.2197, 0.4955, -13.7157], [-20.6110, 0.3841, -14.8623], [-20.2256, 1.6699, -13.0265], [-19.2767, 2.0037, -11.9494], [-20.6403, 2.8762, -13.7266], [-19.7577, -0.3418, -13.1661], [-19.9233, 2.4629, -11.2039], [-18.4882, 2.6273, -12.3663], [-18.8098, 1.1308, -11.4943], [-20.8745, 3.6508, -12.9932], [-19.7885, 3.2864, -14.2806], [-21.4800, 2.7662, -14.4029], [-16.9154, 3.5352, -20.8682], [-18.0790, 3.1828, -20.7982], [-16.2373, 4.1034, -19.8522], [-14.8779, 4.5850, -20.0321], [-16.8885, 4.4050, -18.6003], [-16.3225, 3.3780, -21.7842], [-14.8939, 5.6754, -20.0700], [-14.3488, 4.1584, -20.8819], [-14.2551, 4.2861, -19.1842], [-17.5540, 3.6435, -18.2113], [-16.1213, 4.6668, -17.8685], [-17.4000, 5.3741, -18.6790], [-16.6624, 9.1628, -13.0301], [-15.5945, 8.5844, -12.9426], [-17.5032, 9.1043, -14.0750], [-18.8503, 9.6221, -14.0337], [-17.0125, 8.4390, -15.2853], [-17.1117, 9.7282, -12.1989], [-19.1699, 9.8286, -15.0541], [-18.9070, 10.5522, -13.4680], [-19.5873, 8.9262, -13.6245], [-16.3807, 7.5948, -15.0339], [-17.8180, 8.2748, -15.9989], [-16.4173, 9.1778, -15.8335], [-13.9219, -1.5938, -12.9145], [-14.1879, -1.8382, -11.7564], [-14.0501, -0.3614, -13.4646], [-14.6039, 0.7735, -12.7682], [-13.7273, -0.1187, -14.8605], [-13.5029, -2.3666, -13.5732], [-15.6306, 0.9699, -13.0893], [-14.0711, 1.7111, -12.9451], [-14.5367, 0.5821, -11.6984], [-14.5018, 0.5403, -15.2658], [-12.7963, 0.4399, -15.0008], [-13.7352, -1.0449, -15.4320], [-10.2703, 3.7154, -16.0400], [-9.1341, 3.8347, -15.6192], [-10.5857, 2.8008, -16.9916], [-9.5739, 1.8598, -17.4060], [-11.9234, 2.5718, -17.4817], [-11.1060, 4.3076, -15.6464], [-8.5675, 2.1691, -17.1462], [-9.5851, 1.7625, -18.4979], [-9.7012, 0.8246, -17.0731], [-11.9540, 2.5072, -18.5690], [-12.4020, 1.7085, -17.0132], [-12.5331, 3.4379, -17.2112], [-10.7199, 5.5464, -13.0026], [-11.7210, 6.1303, -13.3995], [-10.6813, 4.3064, -12.5045], [-9.3784, 3.7764, -12.1327], [-11.7836, 3.3961, -12.6135], [-9.7172, 6.0005, -12.9894], [-8.7812, 4.4951, -11.5720], [-8.7711, 3.5199, -13.0049], [-9.4772, 2.8833, -11.5203], [-11.8656, 2.7255, -11.7562], [-12.7484, 3.8574, -12.8276], [-11.6008, 2.7093, -13.4549], [-17.6675, 5.4921, -10.6381], [-17.3809, 4.5503, -9.9165], [-18.8456, 6.1407, -10.5483], [-19.9186, 5.9594, -9.6068], [-19.1593, 7.1742, -11.5309], [-17.0187, 5.8404, -11.4501], [-19.5574, 5.5251, -8.6720], [-20.7011, 5.2565, -9.9048], [-20.3815, 6.9094, -9.3488], [-20.0844, 6.9349, -12.0618], [-19.3137, 8.1534, -11.0673], [-18.3940, 7.3252, -12.2898]]
}

***

{
  "formula": "C27H67IO5P",
  "method": "the ωB97M-V functional and the def2-TZVPD basis",
  "lumo_energy_ev": -4.56,
  "gap_ev": 6.68,
  "charge": 1,
  "largest_force_ha_per_bohr": 0.05984,
  "energy_ev": -56705.145,
  "e_homo_ha": -0.413,
  "elements": ["C", "C", "C", "C", "C", "C", "C", "C", "C", "C", "C", "C", "P", "I", "H", "H", "H", "H", "H", "H", "H", "H", "H", "H", "H", "H", "H", "H", "H", "H", "H", "H", "H", "H", "H", "H", "H", "H", "H", "H", "H", "C", "C", "C", "O", "H", "H", "H", "H", "H", "H", "H", "H", "C", "C", "C", "O", "H", "H", "H", "H", "H", "H", "H", "H", "C", "C", "C", "O", "H", "H", "H", "H", "H", "H", "H", "H", "C", "C", "C", "O", "H", "H", "H", "H", "H", "H", "H", "H", "C", "C", "C", "O", "H", "H", "H", "H", "H", "H", "H", "H"],
  "coordinates": [[-0.7993, 3.4074, -7.4791], [-0.1075, 2.0991, -7.0896], [-1.0811, 1.0070, -6.6696], [-1.8680, 1.3477, -5.3933], [-1.4917, 0.4566, -4.2219], [-2.2687, 0.7346, -2.9459], [-1.8140, 2.0133, -2.2531], [-2.3922, 2.1749, -0.8389], [-1.3321, 2.2225, 0.2780], [-1.1686, 3.5885, 0.9451], [0.2906, 3.7871, 1.3677], [1.0363, 4.8166, 0.5044], [0.7656, 6.4899, 1.0957], [-0.3982, 7.8194, -0.4864], [-0.8578, 4.0925, -6.6378], [-1.8023, 3.2241, -7.8539], [-0.2438, 3.9199, -8.2596], [0.4762, 1.7379, -7.9347], [0.6060, 2.2780, -6.2854], [-1.7628, 0.8164, -7.4954], [-0.5179, 0.0909, -6.4984], [-2.9329, 1.2248, -5.5931], [-1.7232, 2.3964, -5.1367], [-0.4358, 0.6206, -3.9879], [-1.5837, -0.5851, -4.5210], [-3.3391, 0.8064, -3.1470], [-2.1367, -0.1151, -2.2747], [-2.1278, 2.8573, -2.8673], [-0.7245, 2.0318, -2.2377], [-3.0860, 1.3623, -0.6414], [-2.9931, 3.0827, -0.7970], [-0.3725, 1.8801, -0.0947], [-1.6255, 1.5124, 1.0459], [-1.4925, 4.3700, 0.2559], [-1.7949, 3.6630, 1.8298], [0.8421, 2.8554, 1.3105], [0.3434, 4.0948, 2.4129], [2.1139, 4.6551, 0.5467], [0.7287, 4.7801, -0.5362], [1.9654, 7.1270, 1.3905], [0.0598, 6.4664, 2.2937], [0.8766, -1.7126, 2.6662], [0.4974, -1.2774, 1.2608], [1.0294, -2.2382, 0.2122], [0.9724, 0.0486, 1.0057], [1.9641, -1.7413, 2.7732], [0.4859, -1.0171, 3.4095], [0.4918, -2.7090, 2.8885], [-0.5902, -1.2123, 1.1778], [2.1196, -2.2798, 0.2623], [0.7467, -1.9111, -0.7896], [0.6484, -3.2471, 0.3715], [1.9402, 0.0310, 1.0616], [4.7328, -4.8998, 4.0011], [3.3973, -4.8569, 3.2756], [2.8545, -6.2513, 3.0056], [3.5046, -4.1126, 2.0613], [5.4771, -5.4195, 3.3917], [5.0987, -3.8906, 4.1898], [4.6488, -5.4236, 4.9537], [2.6779, -4.2985, 3.8773], [3.5456, -6.8090, 2.3678], [1.8948, -6.1966, 2.4915], [2.7219, -6.8106, 3.9322], [4.1349, -4.5656, 1.4907], [-5.5405, -3.6415, -4.2479], [-4.6251, -2.4375, -4.4053], [-5.3208, -1.2902, -5.1220], [-3.4313, -2.7970, -5.1000], [-5.8483, -4.0122, -5.2292], [-5.0235, -4.4504, -3.7324], [-6.4384, -3.3862, -3.6840], [-4.2963, -2.1018, -3.4201], [-5.6156, -1.5914, -6.1305], [-4.6449, -0.4388, -5.2138], [-6.2154, -0.9696, -4.5862], [-3.6856, -3.1003, -5.9781], [5.1403, 0.6464, 2.5693], [4.0532, 0.5835, 1.5095], [3.4315, 1.9475, 1.2405], [3.0403, -0.3541, 1.8837], [4.7252, 0.9969, 3.5188], [5.5652, -0.3420, 2.7355], [5.9424, 1.3247, 2.2762], [4.4726, 0.1945, 0.5817], [2.9480, 2.3146, 2.1524], [2.6703, 1.8636, 0.4619], [4.1809, 2.6765, 0.9260], [2.6842, -0.0760, 2.7360], [-1.4598, -1.3456, 6.0658], [-0.1942, -1.3736, 6.9087], [-0.3879, -0.6806, 8.2477], [0.9017, -0.7986, 6.1943], [-1.7464, -0.3115, 5.8503], [-1.2995, -1.8548, 5.1156], [-2.2905, -1.8265, 6.5829], [0.1024, -2.4092, 7.0783], [-0.6451, 0.3717, 8.0946], [0.5286, -0.7200, 8.8356], [-1.1898, -1.1453, 8.8219], [0.6868, 0.1247, 6.0251]]
}

***

{
  "formula": "C27H68BrClNO12",
  "method": "the ωB97M-V functional and the def2-TZVPD basis",
  "lumo_energy_ev": -4.86,
  "gap_ev": 5.54,
  "charge": 1,
  "largest_force_ha_per_bohr": 0.01558,
  "energy_ev": -137710.886,
  "e_homo_ha": -0.382,
  "elements": ["Cl", "N", "C", "C", "C", "Br", "H", "H", "H", "H", "H", "H", "H", "H", "C", "O", "C", "C", "O", "C", "H", "H", "H", "H", "H", "H", "H", "H", "H", "H", "C", "O", "C", "C", "O", "C", "H", "H", "H", "H", "H", "H", "H", "H", "H", "H", "C", "O", "C", "C", "O", "C", "H", "H", "H", "H", "H", "H", "H", "H", "H", "H", "C", "O", "C", "C", "O", "C", "H", "H", "H", "H", "H", "H", "H", "H", "H", "H", "C", "O", "C", "C", "O", "C", "H", "H", "H", "H", "H", "H", "H", "H", "H", "H", "C", "O", "C", "C", "O", "C", "H", "H", "H", "H", "H", "H", "H", "H", "H", "H"],
  "coordinates": [[-4.2703, -0.6859, -6.1413], [-2.8107, -1.3800, -5.5253], [-1.7020, -1.4910, -6.5726], [-0.5277, -0.5967, -6.1791], [0.1360, -1.1675, -4.8970], [0.3121, 0.1674, -3.5043], [-3.0270, -2.3131, -5.1641], [-2.4934, -0.8326, -4.7143], [-1.3594, -2.5238, -6.5540], [-2.1305, -1.2268, -7.5333], [0.1641, -0.6320, -7.0192], [-0.8492, 0.4355, -6.0395], [-0.4854, -1.9560, -4.4752], [1.0927, -1.6019, -5.1681], [2.1500, 2.4803, 1.2810], [0.8702, 1.9997, 0.8897], [0.9291, 1.0258, -0.1336], [0.7801, -0.3779, 0.4198], [1.8741, -0.7282, 1.2459], [1.5886, -0.6079, 2.6324], [2.0340, 3.0216, 2.2184], [2.8589, 1.6637, 1.4329], [2.5431, 3.1686, 0.5261], [1.8613, 1.1153, -0.7017], [0.0942, 1.2259, -0.8172], [0.7591, -1.0887, -0.4142], [-0.1639, -0.4729, 0.9661], [0.9602, -1.4417, 2.9626], [1.0933, 0.3372, 2.8640], [2.5336, -0.6495, 3.1723], [1.1338, 3.0091, -6.2808], [0.9144, 2.7637, -7.6612], [-0.4560, 2.7957, -8.0258], [-0.8473, 4.1172, -8.6554], [-0.7523, 5.1815, -7.7271], [0.4231, 5.9647, -7.8844], [2.1935, 3.2145, -6.1413], [0.5589, 3.8662, -5.9244], [0.8693, 2.1215, -5.6957], [-1.0912, 2.5946, -7.1541], [-0.6165, 1.9955, -8.7580], [-1.8920, 4.0576, -8.9775], [-0.2340, 4.3135, -9.5392], [0.3333, 6.6109, -8.7626], [1.3153, 5.3427, -7.9799], [0.5240, 6.5899, -6.9992], [4.3708, 7.9729, 4.7725], [3.0536, 7.6996, 5.2200], [2.1766, 7.3041, 4.1777], [1.9777, 5.8028, 4.1516], [3.1781, 5.1164, 3.8221], [3.8369, 4.5762, 4.9562], [5.0135, 8.0299, 5.6497], [4.7459, 7.1883, 4.1115], [4.4034, 8.9346, 4.2500], [2.5440, 7.6565, 3.2091], [1.2109, 7.7830, 4.3664], [1.2412, 5.5585, 3.3791], [1.5862, 5.4540, 5.1117], [3.3129, 3.6817, 5.3111], [3.9063, 5.3025, 5.7681], [4.8439, 4.2941, 4.6514], [4.8977, -0.2776, 5.3516], [4.4305, -1.5975, 5.1298], [5.0073, -2.2109, 3.9851], [6.1277, -3.1599, 4.3566], [7.2318, -2.4730, 4.9238], [7.2793, -2.5596, 6.3386], [4.5970, 0.0163, 6.3562], [5.9853, -0.2149, 5.2772], [4.4446, 0.4143, 4.6319], [5.3667, -1.4520, 3.2831], [4.2133, -2.7789, 3.4894], [6.4852, -3.6540, 3.4478], [5.7615, -3.9332, 5.0384], [7.6148, -3.5548, 6.6479], [6.3084, -2.3464, 6.7908], [7.9996, -1.8229, 6.6912], [-6.1416, -1.2089, 0.2830], [-5.2505, -0.8126, 1.3094], [-4.3621, -1.8455, 1.7118], [-2.9864, -1.6686, 1.1074], [-3.0104, -1.8100, -0.3122], [-3.0043, -0.5691, -0.9863], [-6.6067, -0.3094, -0.1184], [-5.6227, -1.7304, -0.5263], [-6.9251, -1.8579, 0.6872], [-4.7695, -2.8275, 1.4536], [-4.2755, -1.7936, 2.8007], [-2.3249, -2.4466, 1.4985], [-2.5695, -0.6970, 1.3886], [-2.0035, -0.1232, -0.9533], [-3.7303, 0.1312, -0.5684], [-3.2690, -0.7587, -2.0308], [-5.6608, -8.8094, 1.3142], [-6.5497, -7.7041, 1.3256], [-6.3163, -6.8077, 2.4007], [-5.5504, -5.5819, 1.9491], [-4.2325, -5.9041, 1.5253], [-4.1002, -5.9712, 0.1176], [-5.7533, -9.2990, 0.3459], [-4.6233, -8.4974, 1.4539], [-5.9330, -9.5246, 2.0966], [-5.7863, -7.3094, 3.2152], [-7.2932, -6.4916, 2.7785], [-5.4562, -4.8937, 2.7952], [-6.0935, -5.0638, 1.1516], [-4.0963, -4.9620, -0.3132], [-4.9009, -6.5589, -0.3370], [-3.1463, -6.4492, -0.1026]]
}